10
Properties=species:S:1:pos:R:3:nbo_charge:R:1 method="wB97M-V/def2-TZVPD" e_homo_ev=-10.3 homo_lumo_gap_ev=9.39 smiles="O=CC(=O)CO" total_charge=0 energy_ha=-342.39258
O 1.8997 -0.5409 -0.7683 -0.46
C 0.8145 -0.9121 -1.1426 0.33
C -0.3770 -0.2641 -0.4433 0.47
O -1.5148 -0.2815 -0.8626 -0.50
C 0.0268 0.4769 0.8439 -0.17
O -0.9381 1.4384 1.1287 -0.70
H 0.7129 -1.6535 -1.9560 0.15
H 1.0117 0.9588 0.7991 0.23
H 0.1218 -0.2937 1.6353 0.19
H -1.7574 1.0717 0.7657 0.48

***

105
Properties=species:S:1:pos:R:3:lowdin_charge:R:1 method="wB97M-V/def2-TZVPD" e_homo_ev=-3.1 homo_lumo_gap_ev=4.12 total_charge=-1 energy_ha=-3399.33257
Sr -0.3334 -1.3442 0.1884 0.91
C 0.8821 2.7706 3.4782 -0.12
C 0.0446 2.7393 2.2064 -0.54
C -0.7586 4.0243 2.0176 -0.10
P -0.8937 1.1445 2.0633 1.06
C -1.8547 0.9312 3.6384 -0.55
C -2.6177 2.1021 4.2593 -0.11
C -2.7286 -0.3171 3.5219 -0.14
C -2.0307 1.5009 0.6916 -0.35
C -3.3807 1.8175 0.8360 -0.07
C -4.2075 2.0290 -0.2516 -0.29
C -5.6828 2.2448 -0.0811 -0.06
C -3.6375 1.9567 -1.5237 -0.04
C -2.3050 1.6559 -1.6928 -0.02
C -1.4702 1.4010 -0.5946 -0.38
N -0.1618 0.9424 -0.7619 -0.16
C 0.6806 1.6199 -1.5789 -0.35
C 0.5485 3.0161 -1.8071 -0.03
C 1.5025 3.7398 -2.4792 -0.06
C 2.6592 3.1378 -2.9850 -0.30
C 3.7315 3.9393 -3.6656 -0.07
C 2.7734 1.7694 -2.8168 -0.09
C 1.8226 0.9889 -2.1569 -0.30
P 1.9540 -0.8263 -2.0225 1.06
C 1.9558 -1.4894 -3.7587 -0.54
C 0.5056 -1.6811 -4.2004 -0.14
C 2.7072 -0.7081 -4.8355 -0.12
C 3.6644 -1.2078 -1.3697 -0.55
C 4.8891 -1.0039 -2.2563 -0.12
C 3.6523 -2.6493 -0.8549 -0.13
H 1.6219 3.5721 3.4224 0.08
H 1.4206 1.8349 3.6411 0.06
H 0.2614 2.9587 4.3573 0.06
H 0.7312 2.6681 1.3530 0.08
H -1.4614 4.1944 2.8328 0.06
H -1.3266 4.0026 1.0875 0.07
H -0.0799 4.8812 1.9816 0.08
H -1.0426 0.6846 4.3373 0.09
H -3.3913 2.4983 3.6039 0.06
H -1.9592 2.9287 4.5231 0.05
H -3.1099 1.7668 5.1765 0.07
H -3.5288 -0.2025 2.7917 0.04
H -3.1760 -0.5468 4.4914 0.08
H -2.1600 -1.1920 3.1987 0.04
H -3.8156 1.8581 1.8248 0.08
H -5.9269 2.5041 0.9499 0.07
H -6.2300 1.3337 -0.3309 0.08
H -6.0541 3.0423 -0.7279 0.07
H -4.2642 2.1029 -2.3971 0.11
H -1.8910 1.5603 -2.6898 0.12
H -0.3226 3.5197 -1.4074 0.10
H 1.3564 4.8080 -2.6049 0.11
H 3.3095 4.6981 -4.3278 0.07
H 4.3745 3.2967 -4.2696 0.07
H 4.3727 4.4592 -2.9484 0.07
H 3.6448 1.2820 -3.2371 0.08
H 2.4247 -2.4759 -3.6387 0.10
H 0.0109 -0.7072 -4.2732 0.08
H -0.0687 -2.2964 -3.5057 -0.01
H 0.4750 -2.1355 -5.1935 0.07
H 2.2541 0.2736 -4.9759 0.07
H 2.6208 -1.2440 -5.7847 0.07
H 3.7654 -0.5637 -4.6270 0.05
H 3.7659 -0.5487 -0.5028 0.08
H 4.8509 -1.6459 -3.1385 0.07
H 5.7921 -1.2776 -1.7042 0.07
H 5.0072 0.0272 -2.5857 0.05
H 3.5770 -3.3627 -1.6794 0.07
H 2.8092 -2.8446 -0.1891 0.05
H 4.5751 -2.8706 -0.3141 0.07
S -1.1132 -3.7053 -1.5293 0.41
C -2.8310 -3.5027 -1.8858 -0.73
C -3.3469 -4.1806 -2.9901 -0.17
C -4.6799 -4.0975 -3.3551 -0.14
C -5.5420 -3.3116 -2.6010 -0.14
C -5.0494 -2.6299 -1.5026 -0.18
C -3.7114 -2.7024 -1.1171 -0.72
S -3.2301 -1.7735 0.3046 0.46
H -2.6633 -4.7876 -3.5709 0.08
H -5.0365 -4.6416 -4.2213 0.08
H -6.5894 -3.2241 -2.8643 0.08
H -5.7103 -2.0095 -0.9095 0.07
C 4.5050 1.5693 2.1703 -0.08
C 3.4746 1.6266 1.2420 -0.06
C 2.4835 0.6558 1.2564 -0.08
C 2.5369 -0.3507 2.2105 -0.27
C 3.5648 -0.4237 3.1443 -0.03
C 4.5513 0.5487 3.1148 -0.08
N 1.4891 -1.3186 2.1468 -0.01
N 1.3401 -1.9899 3.1923 0.10
C 0.3003 -2.9808 3.1149 -0.33
C -0.0392 -3.5601 4.3268 -0.02
C -1.0530 -4.5094 4.3026 -0.06
C -1.6491 -4.8260 3.0928 -0.03
C -1.2191 -4.1942 1.9273 -0.14
N -0.2454 -3.2906 1.9446 0.02
H 5.2869 2.3186 2.1543 0.10
H 3.4361 2.4118 0.4971 0.12
H 1.6624 0.6957 0.5524 0.05
H 3.5866 -1.2268 3.8656 0.10
H 5.3656 0.5086 3.8277 0.10
H 0.4624 -3.2614 5.2340 0.11
H -1.3713 -4.9869 5.2210 0.10
H -2.4495 -5.5494 3.0313 0.11
H -1.6391 -4.3871 0.9453 0.04

***

12
Properties=species:S:1:pos:R:3:nbo_charge:R:1 method="wB97M-V/def2-TZVPD" e_homo_ev="-8.5 / -8.8" homo_lumo_gap_ev="8.27 / 8.46" total_charge=0 energy_ha=-625.36556
C 1.0718 -0.0873 -0.3079 -0.29
C 0.1923 -1.2092 -0.9070 -0.51
C -1.0094 0.6801 0.3097 0.08
N -0.5438 0.2200 1.5754 -0.52
N 0.3199 0.8189 0.5597 -0.31
S -1.6257 -0.5519 -0.7604 0.20
H 1.9508 -0.5282 0.2423 0.22
H 1.5324 0.7365 -0.9065 0.24
H 0.3418 -1.3670 -1.9713 0.24
H -0.0290 -2.1318 -0.2505 0.25
H -1.6220 2.5731 -0.0581 0.01
H -0.5791 0.8469 2.4747 0.38